No. 1
Density functional theory data (the ωB97M-V functional and the def2-TZVPD basis) for a molecular structure, C4H7MnO2 at a distorted geometry.

Geometry as ORCA input:
```
! wB97M-V def2-TZVPD RIJCOSX def2/J DEFGRID3
* xyz 1 6
H -0.966 -1.228 -0.308
O -0.302 -2.269 -0.231
C 0.533 -1.673 0.510
C 0.489 -0.266 0.047
C -0.178 0.816 0.905
C -0.438 2.044 0.057
O -1.541 2.510 -0.095
Mn 0.245 -1.483 -3.447
H 0.412 -1.881 1.583
H 0.445 -0.412 -1.341
H 1.562 0.015 0.004
H 0.528 1.115 1.698
H -1.119 0.465 1.343
H 0.330 2.246 -0.726
*
```

- LUMO energy (spin up / spin down): -6.5 / -6.6 eV
- HOMO-LUMO gap (spin up / spin down): 4.983 / 5.777 eV
- Energy above the lowest of the compared OMol25 structures with the same formula, charge and spin: 6.181 eV

No. 2
Density functional theory data (the ωB97M-V functional and the def2-TZVPD basis) for a molecular structure, C43H42N3O6P2S2V at a distorted geometry.

Geometry as ORCA input:
```
! wB97M-V def2-TZVPD RIJCOSX def2/J DEFGRID3
* xyz 2 1
V 0.216 -0.167 0.143
O 0.315 3.618 -2.448
C 1.162 4.256 -1.603
C 1.635 5.503 -1.997
C 2.514 6.200 -1.193
C 2.954 5.668 0.019
C 2.475 4.450 0.436
C 1.572 3.728 -0.362
C 1.039 2.486 0.162
O 0.574 1.539 -0.660
N 0.921 2.299 1.448
N 0.326 1.123 1.659
C -0.104 0.709 2.814
C -1.144 -0.275 2.904
C -1.589 -0.734 4.154
C -2.730 -1.493 4.253
C -3.480 -1.784 3.108
C -3.075 -1.352 1.864
C -1.894 -0.622 1.743
O -1.394 -0.240 0.566
H 0.032 2.782 -2.065
H 1.285 5.912 -2.935
H 2.863 7.174 -1.511
H 3.654 6.216 0.634
H 2.791 4.001 1.367
H 0.232 1.198 3.724
H -1.011 -0.472 5.031
H -3.062 -1.845 5.220
H -4.389 -2.364 3.199
H -3.645 -1.573 0.970
C 2.151 -6.726 -5.607
S 1.135 -5.972 -4.316
C 0.604 -4.446 -5.170
C 0.114 -3.435 -4.138
C 1.270 -2.924 -3.277
N 0.869 -2.117 -2.110
P 0.923 -0.433 -2.088
C -0.102 0.265 -3.392
C 0.349 0.238 -4.711
C -0.487 0.682 -5.723
C -1.760 1.150 -5.426
C -2.197 1.205 -4.109
C -1.367 0.771 -3.090
C 2.614 0.073 -2.373
C 2.877 1.384 -2.774
C 4.188 1.817 -2.869
C 5.231 0.949 -2.578
C 4.967 -0.366 -2.213
C 3.661 -0.804 -2.091
P -0.002 -2.548 -0.690
C -1.573 -3.261 -1.224
C -1.880 -4.609 -1.057
C -3.093 -5.093 -1.523
C -4.003 -4.239 -2.130
C -3.709 -2.887 -2.271
C -2.500 -2.398 -1.810
C 0.911 -3.812 0.214
C 1.465 -4.947 -0.379
C 2.121 -5.877 0.411
C 2.215 -5.695 1.785
C 1.657 -4.571 2.381
C 1.007 -3.632 1.597
H 2.513 -7.669 -5.206
H 2.992 -6.077 -5.840
H 1.553 -6.912 -6.496
H -0.202 -4.707 -5.853
H 1.454 -4.064 -5.740
H -0.629 -3.924 -3.509
H -0.374 -2.597 -4.640
H 1.921 -2.292 -3.888
H 1.866 -3.768 -2.934
H 1.347 -0.112 -4.943
H -0.140 0.671 -6.748
H -2.407 1.490 -6.223
H -3.180 1.596 -3.883
H -1.683 0.849 -2.054
H 2.063 2.057 -3.017
H 4.394 2.835 -3.173
H 6.254 1.294 -2.643
H 5.786 -1.049 -2.027
H 3.442 -1.825 -1.799
H -1.173 -5.278 -0.584
H -3.329 -6.143 -1.413
H -4.948 -4.623 -2.490
H -4.424 -2.221 -2.737
H -2.261 -1.349 -1.910
H 1.377 -5.119 -1.446
H 2.555 -6.754 -0.052
H 2.718 -6.435 2.393
H 1.731 -4.432 3.451
H 0.578 -2.748 2.060
C 4.140 -1.679 1.339
S 2.913 -0.394 1.425
O 2.364 -0.430 2.747
O 3.411 0.832 0.888
O 1.769 -0.891 0.446
H 4.582 -1.737 2.330
H 4.882 -1.399 0.599
H 3.646 -2.617 1.089
*
```

- LUMO energy: -7.2 eV
- HOMO-LUMO gap: 5.512 eV
- Energy above the lowest of the compared OMol25 structures with the same formula, charge and spin: 1.319 eV

No. 3
Density functional theory data (the ωB97M-V functional and the def2-TZVPD basis) for a molecular structure, C10H30BaN2O11 at a distorted geometry.

Geometry as ORCA input:
```
! wB97M-V def2-TZVPD RIJCOSX def2/J DEFGRID3
* xyz 1 2
Ba 0.595 0.639 0.506
N 3.017 3.640 0.471
O 2.680 4.165 1.492
O 3.959 4.025 -0.156
O 2.320 2.673 0.037
N -1.050 4.183 1.886
O -0.695 5.014 2.709
O -2.182 4.132 1.464
O -0.242 3.240 1.613
C 2.584 -3.302 1.322
C 1.133 -3.069 1.042
O 0.734 -1.872 1.672
H 2.890 -4.347 1.283
H 2.926 -3.000 2.312
H 3.229 -2.718 0.667
H 0.622 -3.959 1.409
H 1.088 -3.083 -0.047
H 0.495 -2.175 2.551
C -1.602 3.211 -1.440
C -0.967 2.425 -2.578
O 0.194 1.777 -2.153
H -2.016 2.558 -0.672
H -2.228 4.023 -1.809
H -0.750 3.786 -1.078
H -0.705 3.268 -3.217
H -1.554 1.767 -3.219
H 0.932 1.967 -2.737
C -2.639 -2.226 -0.554
C -2.210 -1.269 -1.641
O -0.977 -0.710 -1.373
H -1.865 -2.986 -0.455
H -3.517 -2.738 -0.947
H -2.888 -1.755 0.397
H -3.000 -0.598 -1.978
H -1.970 -1.911 -2.488
H -0.794 -0.375 -2.254
C -3.196 -0.833 3.682
C -2.073 0.191 3.457
O -1.634 0.310 2.074
H -4.183 -0.471 3.395
H -3.111 -1.227 4.695
H -3.008 -1.699 3.046
H -1.207 -0.169 4.011
H -2.336 1.107 3.987
H -2.387 0.693 1.619
C 3.555 -2.212 -2.551
C 2.465 -1.087 -2.623
O 2.672 -0.149 -1.506
H 3.546 -2.833 -1.654
H 4.536 -1.737 -2.536
H 3.485 -2.785 -3.475
H 1.492 -1.546 -2.449
H 2.469 -0.432 -3.494
H 3.366 0.480 -1.716
*
```

- LUMO energy (spin up / spin down): -2.7 / -7.1 eV
- HOMO-LUMO gap (spin up / spin down): 9.747 / 3.800 eV

no.,electronic energy (hartree)
1,-1457.4816
2,-4702.1230
3,-1361.1426